(1)
Here is a structure of composition C8H14F2I2N2O4S2 in a non-equilibrium geometry from OMol25. Energies are from wB97M-V/def2-TZVPD.

Summary:
E_HOMO = -0.3320 hartree
LUMO = -1.1 eV
strongest force on any atom = 0.0226 Eh/bohr
gap between HOMO and LUMO = 7.952 eV
ΔE to the lowest compared entry with this formula, charge and spin = 11.9 kJ/mol

CARTESIAN COORDINATES (ANGSTROEM)
C 2.2085 1.4767 0.3016
C 1.5766 2.5648 -0.5175
I 2.9469 3.7565 -1.5460
C 0.2367 2.7300 -0.5911
I -0.6605 4.2417 -1.7281
C -0.6877 1.7205 0.0395
C -0.9560 0.5493 -0.9109
C -1.6126 -0.5829 -0.1658
N -2.8967 -0.1215 0.4866
C -2.8068 1.1744 1.2471
C -2.0630 2.2425 0.4745
H 2.0285 1.6936 1.3557
H 1.7292 0.5334 0.0890
H 3.2775 1.4149 0.1665
H -0.2322 1.3081 0.9399
H -0.0580 0.1850 -1.3995
H -1.6266 0.9212 -1.6894
H -1.8442 -1.4053 -0.8340
H -0.9665 -0.9509 0.6233
H -3.1567 -0.8467 1.1524
H -3.6516 -0.0936 -0.1942
H -3.8253 1.4951 1.4468
H -2.3276 0.9677 2.1978
H -1.9342 3.1018 1.1252
H -2.6246 2.5294 -0.4077
N 2.9172 -3.0658 -0.5856
S 2.9104 -4.3915 0.3152
O 2.0990 -5.4355 -0.2117
O 2.8781 -4.1358 1.7163
F 4.3946 -4.8206 0.0070
S 1.5836 -2.2770 -0.6515
O 1.5987 -1.2736 -1.6724
O 1.0234 -1.8704 0.6112
F 0.5222 -3.3356 -1.1900

Forces on atoms 1 to 6 (eV/Å):
-0.4 0.3 0.4
-0.9 0.3 -0.2
-0.1 0.1 0.1
1.2 -0.1 0.0
0.0 -0.1 0.0
-0.4 -0.2 -0.1

Atom charges from the Löwdin analysis, given in e for atoms 1 to 2:
1. C -0.1428
2. C -0.8176

***

(2)
Here is a structure of composition C8H14F3N3O9P2SV in a non-equilibrium geometry from OMol25. Energies are from wB97M-V/def2-TZVPD.

Summary:
<S²> = 0.7554
E_HOMO (spin up / spin down) = -0.5521 / -0.5525 hartree
LUMO (spin up / spin down) = -8.8 / -8.2 eV
net charge = +2
strongest force on any atom = 0.0774 Eh/bohr
gap between HOMO and LUMO (spin up / spin down) = 6.208 / 6.807 eV
ΔE to the lowest compared entry with this formula, charge and spin = 43.5 kJ/mol
2S+1 = 2

CARTESIAN COORDINATES (ANGSTROEM)
V 0.3444 0.5539 0.5728
N -3.6431 1.7801 -0.7342
C -2.7148 0.6274 -1.0831
C -3.3834 -0.3681 -2.0170
P -1.2520 1.5177 -1.8652
O -0.8672 0.6731 -3.1340
O -1.6617 2.9064 -2.0649
O -0.0328 1.2553 -0.8948
P -2.1306 -0.0355 0.5386
O -3.3559 -0.8687 1.0222
O -1.7615 1.2017 1.2948
O -0.8463 -0.8793 0.3808
H -3.3878 2.5869 -1.3410
H -3.4670 2.0889 0.2310
H -4.6296 1.5413 -0.8455
H -3.6527 0.0967 -2.9661
H -4.2804 -0.7851 -1.5571
H -2.7037 -1.1923 -2.2290
H -0.7742 1.1855 -3.9574
H -3.3440 -1.3294 1.8787
F 2.3659 -0.8782 4.1254
C 1.1264 -0.6189 3.7913
F 0.2868 -1.0248 4.7033
F 0.8416 -1.2720 2.6291
S 0.9133 1.2251 3.4705
O -0.4410 1.5418 3.7015
O 2.0058 1.9054 4.0391
O 1.1294 1.1373 1.8849
N 3.6819 0.1466 1.0627
C 3.1530 -0.5735 0.0608
C 4.0179 -1.4425 -0.6445
C 3.5735 -2.1416 -1.7254
C 2.2378 -1.9859 -2.1290
C 1.4284 -1.1714 -1.4050
N 1.8363 -0.4652 -0.3043
H 4.6538 0.0335 1.2902
H 3.1921 0.8881 1.5073
H 5.0471 -1.5071 -0.3192
H 4.2431 -2.7908 -2.2726
H 1.8493 -2.5060 -2.9914
H 0.4020 -1.0565 -1.7041

Forces on atoms 1 to 6 (eV/Å):
-0.8 -3.3 -0.9
0.1 0.1 0.0
0.5 -0.2 0.2
-0.1 0.0 0.0
-0.4 0.2 -0.7
0.0 0.1 0.1

Atom charges from the Löwdin analysis, given in e for atoms 1 to 2:
1. V 1.0966
2. N 0.2050

***

(3)
Here is an isolated molecule of C8H14N2 in a non-equilibrium geometry from OMol25. Energies are from wB97M-V/def2-TZVPD.

Summary:
E_HOMO = -0.2681 hartree
LUMO = 1.0 eV
SMILES = CC1=C2CCCN2NCC1
strongest force on any atom = 0.0775 Eh/bohr
gap between HOMO and LUMO = 8.322 eV
ΔE to the lowest compared entry with this formula, charge and spin = 282.5 kJ/mol

CARTESIAN COORDINATES (ANGSTROEM)
C 2.3279 -0.6399 -1.1379
C 0.8490 -0.5978 -0.8337
C 0.2322 0.3902 -0.1199
C 0.8176 1.7068 0.4281
C -0.0862 1.9309 1.6946
C -1.4185 1.3928 1.2492
N -1.2183 0.4850 0.1018
N -2.1000 -0.5775 -0.4251
C -1.3422 -1.7751 -0.3232
C 0.0249 -1.8144 -1.0099
H 2.8865 -1.3935 -0.5279
H 2.8282 0.3435 -1.0606
H 2.3329 -1.1767 -2.1274
H 1.8778 1.6344 0.7154
H 0.6273 2.6030 -0.1765
H 0.4158 1.2638 2.4296
H -0.0334 2.9942 1.9615
H -1.9647 0.8395 2.1408
H -2.0231 2.1643 0.9170
H -2.2777 -0.4612 -1.3642
H -1.9481 -2.6078 -0.5739
H -1.2301 -1.8320 0.6883
H -0.0047 -2.1667 -2.0404
H 0.4269 -2.7054 -0.6056

Forces on atoms 1 to 6 (eV/Å):
-0.4 -1.4 -0.5
-0.6 1.3 2.5
-0.6 0.6 -1.4
-0.7 -0.5 0.6
2.2 -1.2 -0.8
-1.8 -2.9 2.1

Atom charges from the Löwdin analysis, given in e for atoms 1 to 2:
1. C -0.0636
2. C -0.2564